(1)
Here is an isolated molecule of C5H12O2 from OMol25. Energies are from ωB97M-V with the def2-TZVPD basis set.

Orbital gap   10.317 eV
SMILES string   CC[C@@H](O)[C@@H](C)O
E   -9473.4494 eV
Lowest unoccupied orbital energy   0.78 eV
E_HOMO   -9.5 eV
ΔE to the lowest compared entry with this formula, charge and spin   38.89 kcal per mole

Geometry as ORCA input:
```
! RIJCOSX wB97M-V def2-TZVPD def2/J DEFGRID3
* xyz 0 1
O 0.40060 1.31972 0.49296
O 1.24366 0.45532 -1.55820
C 0.39356 -0.89069 2.55393
C -0.23733 -0.04369 -1.21605
C -0.23853 0.09279 0.30178
C 0.46090 -1.06228 1.03804
C -1.14868 0.91045 -1.94990
H 1.08802 1.18583 -0.35246
H 0.98054 -1.65676 3.07400
H 0.00030 -2.01803 0.74571
H -2.21387 0.64757 -1.95543
H -1.02846 1.90186 -1.50210
H -0.81035 0.90048 -2.98769
H -1.31896 0.04042 0.56231
H -0.63881 -0.95947 2.91878
H 0.78323 0.09425 2.82683
H -0.40190 -1.09639 -1.50246
H 1.30923 1.22374 -2.16842
H 1.51025 -1.09689 0.71833
*
```

(2)
Here is a cluster of 2 separate species, C5H12O2 in total from OMol25. Energies are from ωB97M-V with the def2-TZVPD basis set.

Orbital gap   10.016 eV
SMILES string   C=C[C@@H](C)O.CO
E   -9473.1351 eV
Lowest unoccupied orbital energy   0.75 eV
E_HOMO   -9.3 eV
ΔE to the lowest compared entry with this formula, charge and spin   46.14 kcal per mole

Geometry as ORCA input:
```
! RIJCOSX wB97M-V def2-TZVPD def2/J DEFGRID3
* xyz 0 1
O 0.87743 0.48375 1.26708
O -1.47557 -0.85007 0.63482
C 0.78795 1.13004 -0.01207
C 0.94283 -0.99760 -1.30515
C 0.29318 0.12467 -1.02715
C -0.08689 2.37350 0.07451
C -1.17104 -2.21476 0.47599
H -0.62332 0.37515 -1.55145
H -0.13296 -2.47441 0.71025
H 1.16593 1.14396 1.91216
H -1.82194 -2.79444 1.12681
H -0.76340 -0.43405 1.14373
H 0.36378 3.12341 0.73706
H -1.08030 2.11414 0.45625
H -1.34611 -2.52835 -0.55846
H 0.57798 -1.68857 -2.05504
H 1.84039 -1.27981 -0.76844
H 1.80156 1.41617 -0.32217
H -0.20470 2.83279 -0.91241
*
```

(3)
Here is a cluster of 2 separate species, C5H12O2 in total from OMol25. Energies are from ωB97M-V with the def2-TZVPD basis set.

Orbital gap   9.514 eV
SMILES string   CC/C=C(\C)O.O
E   -9474.1508 eV
Lowest unoccupied orbital energy   0.76 eV
E_HOMO   -8.8 eV
ΔE to the lowest compared entry with this formula, charge and spin   22.71 kcal per mole

Geometry as ORCA input:
```
! RIJCOSX wB97M-V def2-TZVPD def2/J DEFGRID3
* xyz 0 1
O -1.30263 2.24467 0.38576
O 2.27762 1.12275 -0.37089
C 0.34628 -0.13893 -0.65986
C 1.37799 0.20860 0.11771
C -0.72137 -1.15902 -0.34970
C -2.03862 -0.83343 -1.05719
C 1.70473 -0.36243 1.46807
H -1.14000 2.72342 -0.43597
H -0.62187 1.55510 0.36446
H 2.81930 1.45510 0.35476
H 0.85933 -0.90816 1.89219
H -1.90417 -0.82427 -2.14586
H -2.80504 -1.57978 -0.82287
H 2.54984 -1.05631 1.38544
H -2.40172 0.15281 -0.74785
H 0.29666 0.34398 -1.63701
H 1.98831 0.42696 2.17666
H -0.38384 -2.16136 -0.65009
H -0.90080 -1.20971 0.73224
*
```

(4)
Here is a cluster of 2 separate species, C5H12O2 in total from OMol25. Energies are from ωB97M-V with the def2-TZVPD basis set.

Orbital gap   8.563 eV
SMILES string   C/C=C(/O)CCO.[H][H]
E   -9472.9133 eV
Lowest unoccupied orbital energy   0.60 eV
E_HOMO   -8.0 eV
ΔE to the lowest compared entry with this formula, charge and spin   51.25 kcal per mole

Geometry as ORCA input:
```
! RIJCOSX wB97M-V def2-TZVPD def2/J DEFGRID3
* xyz 0 1
O -2.38238 0.96270 0.08903
O 0.00333 1.54396 1.07378
C -1.92405 -0.37608 -0.13135
C 0.48824 0.36469 0.58719
C 1.75230 0.04522 0.88324
C 2.54072 -1.16993 0.49298
C -0.40930 -0.41564 -0.35920
H -0.46769 1.83410 -2.77073
H -0.20921 -0.06859 -1.37827
H 2.27758 0.78442 1.48552
H 1.98250 -1.87232 -0.13409
H 2.87120 -1.71482 1.38673
H -0.12262 -1.47196 -0.33711
H 3.44953 -0.89369 -0.05791
H -2.20650 -1.01470 0.71461
H -3.20045 0.92820 0.59933
H -0.90251 1.85519 -2.16849
H -2.41662 -0.76855 -1.03163
H -0.93702 1.61343 0.83690
*
```

(5)
Here is an isolated molecule of C5H12O2 from OMol25. Energies are from ωB97M-V with the def2-TZVPD basis set.

Orbital gap   10.693 eV
SMILES string   CC[C@@H](O)[C@@H](C)O
E   -9474.1877 eV
Lowest unoccupied orbital energy   0.82 eV
E_HOMO   -9.9 eV
ΔE to the lowest compared entry with this formula, charge and spin   21.86 kcal per mole

Geometry as ORCA input:
```
! RIJCOSX wB97M-V def2-TZVPD def2/J DEFGRID3
* xyz 0 1
O -1.93924 -0.40979 0.51061
O 0.24340 -1.43329 0.02364
C 2.34185 0.18469 1.37446
C 0.31467 -0.03545 -0.15070
C -1.52249 -0.13343 -1.88561
C -1.13583 0.33852 -0.48914
C 0.91463 0.65690 1.07985
H -1.29083 1.41922 -0.35622
H -1.09193 0.44733 -2.71272
H 2.72218 0.62291 2.30546
H -0.66941 -1.46071 0.44440
H 2.36572 -0.90544 1.47406
H 0.27348 0.45026 1.94700
H -1.19364 -1.17341 -2.00234
H -2.60506 -1.00458 0.12046
H 3.03633 0.46454 0.57095
H 0.90632 1.74487 0.91771
H -2.61084 -0.06607 -1.96962
H 0.90332 0.27129 -1.03352
*
```

(6)
Here is an isolated molecule of C5H12O2 from OMol25. Energies are from ωB97M-V with the def2-TZVPD basis set.

Orbital gap   10.894 eV
SMILES string   CC[C@@H](O)[C@@H](C)O
E   -9474.5939 eV
Lowest unoccupied orbital energy   0.85 eV
E_HOMO   -10.0 eV
ΔE to the lowest compared entry with this formula, charge and spin   12.49 kcal per mole

Geometry as ORCA input:
```
! RIJCOSX wB97M-V def2-TZVPD def2/J DEFGRID3
* xyz 0 1
O 1.10886 -1.41912 -0.89810
O 1.03587 0.33960 1.08482
C 0.44190 -0.18430 -1.17682
C -0.05473 0.33043 0.18266
C 1.37788 0.80944 -1.84520
C -1.22544 -0.49156 0.72334
C -1.69284 0.00521 2.08761
H -2.08742 1.02651 2.01993
H -2.05005 -0.45047 -0.00180
H 1.91551 -1.45719 -1.42516
H 2.16244 1.10570 -1.14156
H -0.42186 -0.38496 -1.82857
H 0.83426 1.70834 -2.15336
H -0.85461 0.02011 2.79025
H -0.91318 -1.54264 0.78466
H -2.48156 -0.63301 2.49937
H -0.36989 1.37664 0.07038
H 1.83702 0.37855 -2.74367
H 1.43786 -0.53727 0.97120
*
```

(7)
Here is a cluster of 2 separate species, C5H12O2 in total from OMol25. Energies are from ωB97M-V with the def2-TZVPD basis set.

Orbital gap   10.641 eV
SMILES string   CCCCC=O.O
E   -9473.9946 eV
Lowest unoccupied orbital energy   0.74 eV
E_HOMO   -9.9 eV
ΔE to the lowest compared entry with this formula, charge and spin   26.31 kcal per mole

Geometry as ORCA input:
```
! RIJCOSX wB97M-V def2-TZVPD def2/J DEFGRID3
* xyz 0 1
O -2.28864 -0.40985 1.78023
O 1.99437 -1.44044 1.04131
C -0.83019 0.95539 -1.18089
C 0.30781 0.01868 -0.83036
C 1.29728 0.66935 0.15799
C 2.02547 -0.24017 1.08749
C -1.65123 0.50212 -2.38718
H -1.23635 0.86170 -3.33996
H 0.82609 1.44634 0.76358
H 1.99598 1.21680 -0.47771
H -2.71110 0.66423 -2.28014
H -1.52983 0.89863 -0.33795
H 2.59123 0.28156 1.88057
H 0.92044 -0.25348 -1.68514
H -0.05775 -0.92906 -0.42107
H -0.50536 1.98425 -1.29990
H -2.14168 -0.68814 2.70131
H -1.89589 -1.16284 1.29659
H -1.49939 -0.56870 -2.61805
*
```

(8)
Here is an isolated molecule of C5H12O2S from OMol25. Energies are from ωB97M-V with the def2-TZVPD basis set.

Orbital gap   9.852 eV
SMILES string   CC(C)C(O)(O)CS
E   -20308.4368 eV
Lowest unoccupied orbital energy   0.66 eV
E_HOMO   -9.2 eV
ΔE to the lowest compared entry with this formula, charge and spin   43.39 kcal per mole

Geometry as ORCA input:
```
! RIJCOSX wB97M-V def2-TZVPD def2/J DEFGRID3
* xyz 0 1
S -3.20661 0.28078 0.03055
O -1.15087 -1.54694 0.58009
O -0.64885 -0.59991 -1.53781
C 1.83653 -1.18850 0.18704
C 0.80192 -0.04769 0.38879
C -1.47671 0.76900 0.19735
C -0.59656 -0.46844 -0.09968
C 1.17742 1.17929 -0.44572
H 2.24393 1.45302 -0.08279
H -1.91843 -1.29815 1.19092
H 1.56534 -2.17997 0.46491
H 0.58329 2.09340 -0.20187
H -3.67656 1.36949 0.65367
H -1.15327 1.12924 1.15453
H 2.85290 -1.07328 0.73956
H -1.42401 1.55782 -0.40452
H 0.85652 0.06106 1.39421
H 0.09360 -1.13793 -1.70912
H 1.97885 -1.41259 -0.93177
H 1.26157 1.06030 -1.56832
*
```

(9)
Here is a cluster of 3 separate species, C5H12O3 in total from OMol25. Energies are from ωB97M-V with the def2-TZVPD basis set.

Orbital gap   8.314 eV
SMILES string   C/C=C/C=C/O.O.O
E   -11519.1733 eV
Lowest unoccupied orbital energy   0.68 eV
E_HOMO   -7.6 eV
ΔE to the lowest compared entry with this formula, charge and spin   82.85 kcal per mole

Geometry as ORCA input:
```
! RIJCOSX wB97M-V def2-TZVPD def2/J DEFGRID3
* xyz 0 1
O -3.24061 5.52806 -2.68868
O 2.16228 -6.39589 0.19854
O -2.08615 -2.03370 -0.63539
C 1.74547 2.14458 1.36145
C -0.32014 -0.56539 -0.11784
C 0.24452 0.16150 0.94994
C -1.39321 -1.26860 0.21074
C 1.16012 1.07750 0.51883
H 0.18974 -0.78173 -1.04144
H -3.54666 5.41930 -1.76609
H 2.71570 2.51282 1.07875
H -0.06234 -0.17165 1.90760
H 2.74542 -6.03213 -0.53748
H 1.36044 1.17711 -0.63366
H -3.71876 4.66061 -2.99403
H -1.78880 -1.54989 1.12057
H -2.01050 -1.86152 -1.61055
H 2.02195 1.74848 2.36081
H 1.12465 3.07470 1.40469
H 2.69687 -6.84416 0.91324
*
```

(10)
Here is an isolated molecule of C5H12O3 from OMol25. Energies are from ωB97M-V with the def2-TZVPD basis set.

Orbital gap   10.169 eV
SMILES string   CC(C)(CO)COO
E   -11518.0921 eV
Lowest unoccupied orbital energy   0.75 eV
E_HOMO   -9.4 eV
ΔE to the lowest compared entry with this formula, charge and spin   107.78 kcal per mole

Geometry as ORCA input:
```
! RIJCOSX wB97M-V def2-TZVPD def2/J DEFGRID3
* xyz 0 1
O -0.18860 2.60121 1.32534
O 0.26610 -2.12628 -1.72457
O 0.64296 1.46779 1.62927
C -1.35450 0.57435 -0.53474
C -0.12523 -0.17046 -0.05243
C 1.01790 0.71084 0.28845
C 0.70281 -0.84083 -1.38897
C -0.43844 -1.20032 1.00904
H 1.90279 0.17382 0.62987
H -1.77613 1.14010 0.29532
H -1.09437 1.30680 -1.29746
H 1.20175 1.51741 -0.42280
H -1.26557 -0.89399 1.64821
H 0.59606 -2.74080 -1.05863
H 0.16381 3.28202 1.91340
H 0.39339 -0.22722 -2.23670
H 0.36036 -1.43519 1.71197
H 1.80126 -0.83284 -1.41271
H -2.07132 -0.12960 -0.95389
H -0.73503 -2.17681 0.63204
*
```

(11)
Here is a cluster of 3 separate species, C5H12O3 in total from OMol25. Energies are from ωB97M-V with the def2-TZVPD basis set.

Orbital gap   9.269 eV
SMILES string   C=C/C(O)=C/C.O.O
E   -11520.5508 eV
Lowest unoccupied orbital energy   0.54 eV
E_HOMO   -8.7 eV
ΔE to the lowest compared entry with this formula, charge and spin   51.08 kcal per mole

Geometry as ORCA input:
```
! RIJCOSX wB97M-V def2-TZVPD def2/J DEFGRID3
* xyz 0 1
O 2.13499 2.34459 0.57535
O -0.21290 0.37912 -0.26960
O -2.04053 2.25015 0.48792
C 1.09325 -1.54553 -0.74217
C -2.23321 -1.42073 0.78523
C -1.04278 -1.82775 0.43135
C 2.19796 -0.70219 -1.34533
C 0.00979 -0.98222 -0.18235
H 1.30646 1.86302 0.47709
H -2.04621 2.03788 -0.43641
H 2.22814 0.20478 -0.73941
H -0.41035 0.67406 0.62217
H 3.15892 -1.20294 -1.35287
H 1.21151 -2.61181 -0.84518
H -2.92346 -2.05471 1.33786
H -2.62711 1.67988 0.99272
H 2.41316 2.06664 1.45386
H -2.70187 -0.48869 0.48891
H -0.59929 -2.82130 0.50284
H 1.87166 -0.43397 -2.35804
*
```

(12)
Here is a cluster of 2 separate species, C5H12O3 in total from OMol25. Energies are from ωB97M-V with the def2-TZVPD basis set.

Orbital gap   11.586 eV
SMILES string   CCCCC(=O)O.O
E   -11521.3022 eV
Lowest unoccupied orbital energy   0.72 eV
E_HOMO   -10.9 eV
ΔE to the lowest compared entry with this formula, charge and spin   33.76 kcal per mole

Geometry as ORCA input:
```
! RIJCOSX wB97M-V def2-TZVPD def2/J DEFGRID3
* xyz 0 1
O 2.08160 0.36895 2.36861
O -2.59134 -0.53632 0.19853
O -0.98344 -0.71915 1.68754
C 1.37633 -0.81253 -0.80867
C -0.54253 0.90020 -1.19354
C -0.90713 1.13480 0.27468
C 0.00727 -0.53191 -1.36566
C -1.48112 -0.07591 0.82757
H 0.13805 -0.93237 -2.35794
H 0.13649 1.70492 -1.64856
H -1.30907 1.16053 -1.86650
H -1.47107 2.12700 0.28374
H -0.64671 -1.29746 -1.01735
H 1.88603 -0.00579 -0.30693
H 0.14748 1.44623 0.67640
H -2.86983 -1.36737 0.56285
H 2.21622 0.00423 3.26502
H 2.17620 -1.00551 -1.58232
H 1.44660 -1.52701 -0.09922
H 1.18995 -0.03554 2.10175
*
```

| no. | largest force on an atom (hartree/bohr) |
| --- | --- |
| 1 | 0.0575 |
| 2 | 0.0084 |
| 3 | 0.0088 |
| 4 | 0.0087 |
| 5 | 0.0288 |
| 6 | 0.0053 |
| 7 | 0.0391 |
| 8 | 0.0975 |
| 9 | 0.0861 |
| 10 | 0.0901 |
| 11 | 0.0495 |
| 12 | 0.1026 |